one | ORCA calculation (ωB97M-V/def2-TZVPD) on one molecule with the formula C4H6O2.

The geometry in XYZ format:
```
12
Properties=species:S:1:pos:R:3
O -2.324 -1.711 -0.309
O 0.595 0.849 -0.090
C -0.836 -0.491 1.138
C -1.847 -0.652 0.015
C 0.539 -0.277 0.573
C 1.774 0.796 -0.921
H -2.106 0.281 -0.525
H 1.434 0.418 -1.886
H -0.767 -1.422 1.700
H -1.124 0.355 1.774
H 2.457 0.065 -0.478
H 2.205 1.790 -0.992
```

Calculated values
Kohn-Sham gap = 9.0 eV
LUMO = 0.4 eV
Spin multiplicity = 1

two | ORCA calculation (ωB97M-V/def2-TZVPD) on one molecule with the formula C4H6O2.

The geometry in XYZ format:
```
12
Properties=species:S:1:pos:R:3
O 0.195 -0.934 -1.448
O 0.784 0.395 -1.334
C -0.855 0.353 0.246
C -0.990 -0.906 -0.621
C 1.624 0.629 0.864
C 0.605 0.589 0.021
H -1.117 0.193 1.293
H 2.638 0.583 0.480
H 1.446 0.653 1.934
H -1.455 1.167 -0.173
H -1.873 -0.914 -1.262
H -1.002 -1.808 -0.001
```

Calculated values
Kohn-Sham gap = 10.6 eV
LUMO = 1.0 eV
Spin multiplicity = 1

three | ORCA calculation (ωB97M-V/def2-TZVPD) on one molecule with the formula C4H6O2.

The geometry in XYZ format:
```
12
Properties=species:S:1:pos:R:3
O -0.648 1.007 -0.597
O -2.153 -0.641 -1.000
C 0.633 -0.842 0.317
C -1.409 0.219 -1.382
C -0.229 0.344 0.582
C 1.232 0.431 0.856
H -1.192 0.439 -2.434
H 1.562 0.454 1.889
H 0.513 -1.718 0.942
H 1.819 1.033 0.168
H -0.952 0.331 1.391
H 0.824 -1.057 -0.732
```

Calculated values
Kohn-Sham gap = 11.8 eV
LUMO = 1.1 eV
Spin multiplicity = 1

four | ORCA calculation (ωB97M-V/def2-TZVPD) on one molecule with the formula C4H6O2.

The geometry in XYZ format:
```
12
Properties=species:S:1:pos:R:3
O -1.309 0.132 0.693
O -1.401 -0.558 -1.478
C 0.071 -0.133 0.962
C 0.911 -0.860 -0.037
C -1.661 0.229 -0.607
C 0.992 0.642 0.080
H 0.366 -1.237 -0.892
H 1.736 -1.476 0.305
H 0.213 -0.244 2.034
H 1.876 1.166 0.424
H 0.432 1.191 -0.673
H -2.225 1.149 -0.812
```

Calculated values
Kohn-Sham gap = 11.2 eV
LUMO = 1.1 eV
Spin multiplicity = 1

Q: Which of them is the most stable? A: three.

one | ORCA calculation (ωB97M-V/def2-TZVPD) on an isolated ion of composition C4H11N2 and charge +1.

The geometry in XYZ format:
```
17
Properties=species:S:1:pos:R:3
N 1.580 -0.731 1.258
N -2.437 -0.811 -0.770
C -0.254 -0.054 -0.692
C -1.583 0.209 -0.400
C 0.910 0.879 -0.534
C 1.513 0.696 0.851
H 0.944 1.318 1.557
H 1.598 0.833 -1.378
H -2.414 -1.187 -1.709
H -3.429 -0.762 -0.577
H -1.962 0.866 0.376
H 1.797 -0.906 2.242
H 0.488 1.884 -0.685
H -0.079 -0.836 -1.431
H 2.263 -1.245 0.698
H 0.682 -1.204 1.063
H 2.490 1.173 1.041
```

Calculated values
Net charge = +1
Kohn-Sham gap = 8.5 eV
LUMO = -3.5 eV
Spin multiplicity = 1

two | ORCA calculation (ωB97M-V/def2-TZVPD) on an isolated ion of composition C4H11N2 and charge +1.

The geometry in XYZ format:
```
17
Properties=species:S:1:pos:R:3
N -0.882 0.076 -1.275
N 1.848 0.623 -0.381
C 0.018 -0.699 0.906
C -0.923 0.183 0.154
C 1.495 -0.701 0.351
C -2.046 0.690 0.720
H -2.176 0.772 1.763
H -1.503 0.781 -1.732
H 2.188 -0.940 1.085
H 1.997 1.545 0.018
H -0.347 -1.756 0.862
H 1.440 -1.378 -0.494
H 0.142 0.365 -1.331
H -0.033 -0.371 1.990
H -2.810 1.201 0.102
H 2.595 0.454 -1.066
H -1.004 -0.847 -1.671
```

Calculated values
Net charge = +1
Kohn-Sham gap = 10.6 eV
LUMO = -3.4 eV
Spin multiplicity = 1

Q: Which of them is the most stable? A: one.

one | ORCA calculation (ωB97M-V/def2-TZVPD) on a 2-piece molecular cluster, C4H11N2 overall.

The geometry in XYZ format:
```
17
Properties=species:S:1:pos:R:3
N 1.892 0.065 -0.644
N -1.550 0.310 -0.854
C 0.924 0.926 -0.475
C -2.883 -0.734 0.912
C -1.757 0.100 0.349
C 3.256 0.023 -0.182
H 1.097 1.865 -0.085
H -3.855 -0.360 0.538
H -1.098 0.715 1.085
H 1.558 -0.790 -1.012
H 3.737 0.821 -0.262
H 3.268 -0.112 0.870
H -2.206 -0.145 -1.465
H 3.723 -0.902 -0.707
H -2.980 -0.791 2.023
H -2.972 -1.834 0.667
H -0.152 0.843 -0.757
```

Calculated values
Net charge = +1
Kohn-Sham gap = 9.9 eV
LUMO = -4.5 eV
Spin multiplicity = 1

two | ORCA calculation (ωB97M-V/def2-TZVPD) on an isolated ion of composition C4H11N2 and charge +1.

The geometry in XYZ format:
```
17
Properties=species:S:1:pos:R:3
N 2.767 1.408 -0.417
N -1.339 -0.850 1.097
C -2.440 -1.316 0.367
C -0.511 0.214 0.717
C 1.676 1.150 -0.997
C 0.765 0.029 -0.645
H -1.133 0.994 0.289
H -2.260 -1.791 -0.664
H -1.012 -1.560 1.761
H 1.314 1.768 -1.742
H 1.365 -0.754 -0.269
H 0.220 0.769 1.336
H -2.974 -2.075 1.001
H 3.002 0.626 0.266
H 3.198 2.136 -0.814
H 0.267 -0.337 -1.452
H -2.904 -0.410 0.166
```

Calculated values
Net charge = +1
Kohn-Sham gap = 8.0 eV
LUMO = -4.6 eV
Spin multiplicity = 1

three | ORCA calculation (ωB97M-V/def2-TZVPD) on a 2-piece molecular cluster, C4H11N2 overall.

The geometry in XYZ format:
```
17
Properties=species:S:1:pos:R:3
N 1.881 -0.157 0.642
N -2.560 -0.289 -1.344
C -1.788 0.653 -2.223
C 2.166 -1.087 1.720
C -1.689 0.561 -0.773
C -0.911 0.844 0.320
H -2.270 1.382 -2.792
H 2.097 -2.176 1.429
H 1.341 -0.872 2.484
H 3.158 -1.115 2.268
H -3.347 -0.969 -1.371
H 2.308 0.789 0.837
H -1.427 0.686 1.328
H 2.306 -0.513 -0.301
H 0.155 0.328 0.243
H -0.521 1.817 0.174
H -0.898 0.117 -2.641
```

Calculated values
Net charge = +1
Kohn-Sham gap = 8.9 eV
LUMO = -4.5 eV
Spin multiplicity = 1

Q: Which of them is the most stable? A: two.

one | ORCA calculation (ωB97M-V/def2-TZVPD) on a 2-piece molecular cluster, C4H11N2 overall.

The geometry in XYZ format:
```
17
Properties=species:S:1:pos:R:3
N 1.540 -0.147 -1.308
N -0.141 -1.341 0.129
C -0.903 2.152 0.773
C -1.452 -1.403 -0.430
C 2.039 0.169 0.109
C 0.639 -0.168 -0.200
H -0.279 -1.243 1.213
H 2.822 -0.285 0.552
H 1.712 0.543 -1.934
H 1.970 1.313 0.312
H -0.406 2.529 1.673
H -1.880 1.567 0.845
H -2.029 -0.435 -0.158
H -1.488 -1.511 -1.587
H -0.540 2.775 0.008
H 0.273 -2.193 -0.001
H -1.877 -2.322 0.004
```

Calculated values
Net charge = +1
Kohn-Sham gap (alpha / beta) = 8.0 / 9.7 eV
LUMO (alpha / beta) = -4.9 / -3.8 eV
Spin multiplicity = 1

two | ORCA calculation (ωB97M-V/def2-TZVPD) on an isolated ion of composition C4H11N2 and charge +1.

The geometry in XYZ format:
```
17
Properties=species:S:1:pos:R:3
N 2.001 1.044 0.062
N -0.009 -0.304 0.292
C -1.521 -0.103 -0.131
C -2.004 1.247 0.140
C 0.780 0.743 -0.421
C 0.659 -1.657 0.042
H 2.726 1.120 -0.620
H 0.051 -2.138 -0.755
H -2.153 -0.902 0.540
H 0.694 -2.053 1.064
H 0.756 0.917 -1.415
H -0.173 0.041 1.278
H 2.165 0.702 0.971
H 1.746 -1.637 -0.376
H -2.241 1.832 -0.745
H -2.003 1.415 1.206
H -1.476 -0.268 -1.131
```

Calculated values
Net charge = +1
Kohn-Sham gap (alpha / beta) = 9.7 / 7.2 eV
LUMO (alpha / beta) = -3.5 / -4.5 eV
Spin multiplicity = 1

three | ORCA calculation (ωB97M-V/def2-TZVPD) on an isolated ion of composition C4H11N2 and charge +1.

The geometry in XYZ format:
```
17
Properties=species:S:1:pos:R:3
N -0.226 -1.094 1.439
N -1.312 -0.498 -1.183
C 0.343 1.182 -0.701
C 0.986 -0.084 1.339
C 1.343 0.228 -0.125
C -0.873 0.845 -1.101
H 0.583 0.835 1.731
H -2.290 -0.693 -1.326
H -1.590 1.585 -1.394
H -0.744 -0.778 2.249
H 0.633 2.223 -0.672
H 0.145 -2.025 1.600
H 1.752 -0.530 1.948
H 1.508 -0.712 -0.648
H 2.309 0.713 -0.079
H -0.630 -1.085 0.481
H -0.721 -1.038 -1.801
```

Calculated values
Net charge = +1
Kohn-Sham gap = 9.8 eV
LUMO = -3.2 eV
Spin multiplicity = 1

four | ORCA calculation (ωB97M-V/def2-TZVPD) on an isolated ion of composition C4H11N2 and charge +1.

The geometry in XYZ format:
```
17
Properties=species:S:1:pos:R:3
N 0.799 1.854 1.225
N -1.134 0.832 -0.306
C -0.206 -0.082 0.221
C -0.052 -1.719 -1.677
C 0.838 0.387 0.904
C -0.198 -1.536 -0.154
H 0.732 1.961 2.238
H -0.833 1.219 -1.201
H 0.546 -2.604 -1.833
H 1.815 -0.019 1.106
H -0.997 -1.946 -2.148
H 0.544 -2.053 0.435
H 1.630 2.332 0.887
H -2.012 0.390 -0.555
H -0.101 2.203 0.848
H 0.378 -0.819 -2.118
H -1.126 -2.014 0.181
```

Calculated values
Net charge = +1
Kohn-Sham gap = 10.6 eV
LUMO = -3.4 eV
Spin multiplicity = 1

Q: Which of them is the most stable? A: three.

one | ORCA calculation (ωB97M-V/def2-TZVPD) on a 2-piece molecular cluster, C4H11N2 overall.

The geometry in XYZ format:
```
17
Properties=species:S:1:pos:R:3
N -2.412 0.734 -1.036
N -2.116 -0.665 0.739
C 1.295 -1.266 -0.578
C 1.172 0.300 -0.339
C 1.463 0.775 0.957
C -1.600 0.129 -0.138
H -3.117 -0.814 0.822
H 0.784 0.379 1.737
H 1.331 1.950 1.024
H -1.929 1.440 -1.482
H 1.774 -1.407 -1.632
H 2.557 0.567 1.331
H 0.301 -1.771 -0.459
H -3.456 0.864 -0.784
H 1.273 1.000 -1.141
H -1.701 -1.191 1.519
H 2.126 -1.740 -0.048
```

Calculated values
Net charge = +1
Kohn-Sham gap (alpha / beta) = 7.9 / 7.9 eV
LUMO (alpha / beta) = -5.6 / -5.6 eV
Spin multiplicity = 1

two | ORCA calculation (ωB97M-V/def2-TZVPD) on a 2-piece molecular cluster, C4H11N2 overall.

The geometry in XYZ format:
```
17
Properties=species:S:1:pos:R:3
N -1.164 -0.644 0.079
N -2.538 -2.413 -0.239
C -1.938 -1.506 0.574
C 1.309 0.627 -1.286
C 1.349 0.940 1.195
C 1.097 1.657 -0.171
H 0.117 2.137 -0.169
H 1.859 2.412 -0.353
H -3.333 -2.911 0.158
H -2.320 -1.529 1.601
H 2.032 0.115 0.968
H 1.877 1.558 1.920
H 0.425 0.568 1.648
H 0.911 0.963 -2.248
H 2.369 0.440 -1.433
H -2.715 -2.197 -1.213
H 0.663 -0.216 -1.032
```

Calculated values
Net charge = +1
Kohn-Sham gap = 4.7 eV
LUMO = -9.8 eV
Spin multiplicity = 1

Q: Which of them is the most stable? A: one.

one | ORCA calculation (ωB97M-V/def2-TZVPD) on a 2-piece molecular cluster, C4H11N2 overall.

The geometry in XYZ format:
```
17
Properties=species:S:1:pos:R:3
N 0.303 -1.313 3.066
N 0.505 -1.212 -2.266
C -0.648 0.973 0.577
C 0.275 -0.156 -0.099
C 0.662 -0.125 -1.357
C -1.100 1.975 -0.454
H 0.597 -2.353 3.087
H -0.343 2.704 -0.846
H -1.348 1.318 -1.299
H 1.221 0.725 -1.895
H -0.167 1.517 1.411
H -1.484 0.415 1.010
H 0.843 -0.628 3.685
H -2.044 2.504 -0.234
H 0.545 -1.025 2.065
H 0.121 -2.008 -1.765
H 1.267 -1.497 -2.814
```

Calculated values
Net charge = +1
Kohn-Sham gap = 5.3 eV
LUMO = -7.9 eV
Spin multiplicity = 1

two | ORCA calculation (ωB97M-V/def2-TZVPD) on an isolated ion of composition C4H11N2 and charge +1.

The geometry in XYZ format:
```
17
Properties=species:S:1:pos:R:3
N -1.320 1.374 -0.045
N 0.863 0.166 0.114
C -0.525 0.081 -0.358
C 1.505 -1.026 -0.031
C -1.359 -1.162 -0.342
C 1.625 1.131 0.706
H 1.091 2.055 0.826
H 2.525 -1.124 0.255
H -1.382 -1.856 -1.169
H -2.339 -0.738 -0.187
H -2.366 1.219 -0.204
H -1.050 2.015 -0.724
H -1.103 -1.785 0.565
H 1.330 -1.465 -1.040
H 2.561 1.202 0.267
H 0.913 -1.694 0.534
H -0.968 1.605 0.831
```

Calculated values
Net charge = +1
Kohn-Sham gap (alpha / beta) = 7.9 / 8.1 eV
LUMO (alpha / beta) = -4.1 / -4.0 eV
Spin multiplicity = 1

three | ORCA calculation (ωB97M-V/def2-TZVPD) on a 2-piece molecular cluster, C4H11N2 overall.

The geometry in XYZ format:
```
17
Properties=species:S:1:pos:R:3
N 1.204 1.333 -0.799
N 1.653 -0.658 -1.574
C -1.260 -0.574 0.478
C 1.694 0.644 -1.797
C -0.113 -1.266 1.184
C -1.550 0.840 0.989
H -2.164 -1.169 0.440
H -2.057 1.489 0.272
H -0.671 1.323 1.404
H 2.138 1.117 -2.681
H -2.268 0.717 1.805
H -0.189 -1.381 2.264
H 0.824 -0.822 0.887
H -0.056 -2.288 0.797
H -0.899 -0.467 -0.569
H 2.228 -1.164 -2.270
H 1.487 2.327 -0.829
```

Calculated values
Net charge = +1
Kohn-Sham gap = 4.2 eV
LUMO = -10.3 eV
Spin multiplicity = 1

Q: Which of them is the most stable? A: two.